Entry from OMol25: a 7-piece molecular cluster, BrH12O6 overall in a non-equilibrium geometry (the ωB97M-V functional and the def2-TZVPD basis).

Energy relative to the best compared isomer or geometry (same formula, charge and spin)   133.5 kJ/mol
HOMO-LUMO gap   9.64 eV
LUMO energy   3.3 eV

ORCA input file:
```
! RIJCOSX wB97M-V def2-TZVPD def2/J DEFGRID3
* xyz -1 1
Br 0.280 -0.313 -0.042
O -2.530 -1.361 -1.784
H -1.730 -1.389 -1.208
H -3.451 -1.273 -1.460
O 0.068 1.646 2.691
H -0.049 1.465 1.727
H 0.401 0.786 3.010
O 0.462 -1.055 3.014
H 0.435 -0.837 2.149
H 1.258 -1.458 3.010
O -2.258 1.751 -0.289
H -1.508 1.053 -0.287
H -2.674 1.727 -1.123
O 2.290 2.144 -0.943
H 1.935 1.233 -0.716
H 1.306 2.464 -0.835
O 2.201 -2.505 -2.246
H 2.174 -1.676 -1.825
H 1.390 -2.403 -2.841
*
```

Entry from OMol25: C4H4N2S as an isolated structure (the ωB97M-V functional and the def2-TZVPD basis).

Energy relative to the best compared isomer or geometry (same formula, charge and spin)   113.5 kJ/mol
HOMO-LUMO gap   10.61 eV
LUMO energy   0.9 eV

ORCA input file:
```
! RIJCOSX wB97M-V def2-TZVPD def2/J DEFGRID3
* xyz 0 1
C -0.247 -1.832 -2.887
C 0.774 0.690 1.386
C -0.083 1.741 1.531
C 0.159 -0.322 0.619
N 0.850 -1.603 -3.077
N -1.059 -0.071 0.217
S -1.554 1.394 0.726
H 1.768 0.635 1.787
H 0.050 2.666 2.049
H -1.268 -2.038 -2.698
H 0.609 -1.260 0.348
*
```

Entry from OMol25: one molecule with the formula C10H11NS in a non-equilibrium geometry (the ωB97M-V functional and the def2-TZVPD basis).

Energy relative to the best compared isomer or geometry (same formula, charge and spin)   101.6 kJ/mol
HOMO-LUMO gap   8.64 eV
Structure (SMILES)   CSN1c2ccccc2[C@H]2C[C@H]21
LUMO energy   0.8 eV

ORCA input file:
```
! RIJCOSX wB97M-V def2-TZVPD def2/J DEFGRID3
* xyz 0 1
C 0.210 -1.302 3.125
C 0.600 -2.039 2.021
C -0.451 -0.096 2.732
C 0.345 -1.816 0.714
C -0.677 0.241 1.386
C -0.225 -0.606 0.375
C -0.501 2.220 -0.024
C -1.348 1.408 0.896
C -1.335 1.134 -0.675
C 0.767 -0.801 -3.129
N -0.684 -0.115 -0.904
S -0.831 -1.037 -2.308
H 0.477 -1.547 4.094
H 1.299 -2.906 2.071
H -0.765 0.550 3.462
H 0.727 -2.514 0.006
H -0.731 3.201 -0.328
H 0.567 1.944 -0.115
H -2.220 1.956 1.347
H -2.276 1.367 -1.359
H 1.504 -0.894 -2.338
H 0.698 0.136 -3.589
H 0.734 -1.511 -3.959
*
```

Number 3 is which compound? C10H11NS

Which formula does entry 2 have? C4H4N2S

Among the records above, which one has the highest HOMO-LUMO gap? C4H4N2S